{
  "formula": "C62H49NO7PS2W",
  "method": "the ωB97M-V functional and the def2-TZVPD basis",
  "homo_ev": [-9.98, -9.99],
  "e_tot_ha": -4178.0923,
  "lumo_energy_ev": [-3.44, -3.41],
  "charge": 1,
  "e_above_lowest_kj_mol": 345.5,
  "spin_multiplicity": 3,
  "s_squared": 2.01,
  "elements": ["W", "O", "C", "C", "C", "N", "C", "C", "C", "O", "O", "C", "O", "O", "H", "H", "H", "C", "C", "C", "C", "C", "C", "C", "S", "O", "C", "C", "C", "C", "C", "C", "C", "C", "C", "C", "C", "C", "C", "C", "C", "C", "C", "C", "C", "C", "S", "O", "C", "C", "C", "C", "C", "C", "C", "H", "H", "H", "H", "H", "H", "H", "H", "H", "H", "H", "H", "H", "H", "H", "H", "H", "H", "H", "H", "H", "H", "H", "H", "H", "H", "C", "C", "C", "C", "C", "C", "C", "P", "C", "C", "C", "C", "C", "C", "C", "C", "C", "C", "C", "C", "C", "C", "H", "H", "H", "H", "H", "H", "H", "H", "H", "H", "H", "H", "H", "H", "H", "H", "H", "H", "H", "H"],
  "coordinates": [[0.14450, -0.26910, 0.26110], [-3.10140, -1.42340, 5.33310], [-2.32290, -1.28020, 4.25340], [-0.97580, -0.89650, 4.33850], [-0.25610, -0.75310, 3.16790], [-0.79710, -0.97930, 1.95930], [-2.10720, -1.30950, 1.86710], [-2.89440, -1.49080, 2.99260], [-2.53760, -1.34990, 0.43630], [-3.61700, -1.71400, 0.02750], [-1.52780, -0.93750, -0.32310], [1.14050, -0.19560, 3.03050], [1.83580, 0.11060, 3.97520], [1.46100, -0.05860, 1.76880], [-2.62110, -1.21240, 6.14490], [-0.49850, -0.68570, 5.28430], [-3.93240, -1.75770, 2.89090], [-1.68000, 7.15360, 5.00700], [-1.53580, 6.00050, 4.06650], [-0.60760, 4.98960, 4.29640], [-0.41730, 3.96590, 3.38390], [-1.16990, 3.96110, 2.22270], [-2.15940, 4.91400, 2.01430], [-2.34170, 5.92430, 2.93380], [-0.99870, 2.87830, 0.79490], [-0.54520, 1.52730, 1.31280], [0.53040, 3.63220, 0.25270], [1.64290, 3.51380, 1.09450], [2.60240, 4.48430, 1.09320], [2.29490, 5.72340, 0.47840], [3.00450, 6.88890, 0.83140], [2.60750, 8.11670, 0.37680], [1.47610, 8.21610, -0.43730], [0.79100, 7.09520, -0.83070], [1.20220, 5.80730, -0.42850], [0.46130, 4.60930, -0.75230], [-0.31490, 4.43790, -1.96280], [-0.11970, 5.36150, -3.06070], [1.11180, 6.00240, -3.30460], [1.24290, 6.91460, -4.31800], [0.15340, 7.24150, -5.13560], [-1.01610, 6.54730, -5.00100], [-1.15770, 5.55990, -4.00720], [-2.27400, 4.69920, -3.99080], [-2.22770, 3.58020, -3.20810], [-1.24270, 3.41550, -2.22760], [-1.17910, 1.70440, -1.54340], [-2.42190, 1.46550, -0.78250], [-1.48460, 0.78630, -3.07990], [-0.57500, 0.75290, -4.12320], [-0.85240, -0.03620, -5.22700], [-2.02280, -0.78480, -5.30180], [-2.32600, -1.63230, -6.49500], [-2.91920, -0.73570, -4.23700], [-2.64880, 0.03770, -3.12650], [-0.78220, 7.29210, 5.60430], [-2.51750, 6.98670, 5.68240], [-1.88650, 8.06650, 4.45170], [-0.01330, 5.01620, 5.19780], [0.30540, 3.18620, 3.57110], [-2.76850, 4.84750, 1.12480], [-3.10410, 6.66950, 2.76910], [1.72170, 2.63200, 1.72030], [3.51530, 4.37840, 1.65660], [3.83660, 6.79730, 1.51310], [3.13500, 9.00950, 0.68010], [1.13400, 9.18940, -0.75450], [-0.10480, 7.20800, -1.42080], [1.97580, 5.73910, -2.71360], [2.20040, 7.37670, -4.49960], [0.25960, 7.99290, -5.90320], [-1.83840, 6.69980, -5.68360], [-3.08990, 4.88420, -4.67190], [-2.97850, 2.81250, -3.30590], [0.33340, 1.33560, -4.06930], [-0.15630, -0.05870, -6.05080], [-1.45960, -1.72910, -7.14330], [-3.14010, -1.19750, -7.07290], [-2.64760, -2.62300, -6.18080], [-3.83350, -1.30510, -4.27200], [-3.32630, 0.07420, -2.28540], [-0.61670, -2.71940, -2.76740], [-0.04950, -3.98090, -2.20360], [-0.36280, -5.20860, -2.77160], [0.18760, -6.38420, -2.29120], [1.07770, -6.34410, -1.23180], [1.38960, -5.13460, -0.64040], [0.81880, -3.95040, -1.10750], [1.28590, -2.34270, -0.35930], [1.91220, -2.88580, 1.27770], [0.92000, -3.53110, 2.02380], [1.15610, -3.92340, 3.32480], [2.38880, -3.65580, 3.89930], [3.36490, -3.00070, 3.17420], [3.14510, -2.58890, 1.86290], [4.20300, -1.84280, 1.11520], [2.56660, -1.78120, -1.52840], [3.38800, -2.68150, -2.20230], [4.24420, -2.23630, -3.18970], [4.25710, -0.89010, -3.52310], [3.44070, 0.00370, -2.85430], [2.58700, -0.40990, -1.83290], [1.74860, 0.57530, -1.05090], [-1.34130, -2.94680, -3.54430], [0.17320, -2.10040, -3.19830], [-1.12180, -2.13710, -1.99370], [-1.04750, -5.24410, -3.60570], [-0.06880, -7.32680, -2.74900], [1.52840, -7.25490, -0.86790], [2.07980, -5.10800, 0.19010], [-0.03790, -3.74690, 1.55920], [0.38860, -4.43600, 3.88350], [2.58320, -3.95860, 4.91580], [4.32020, -2.79370, 3.63100], [5.04500, -1.62690, 1.76660], [3.80000, -0.90060, 0.73930], [4.55830, -2.42780, 0.26830], [3.34780, -3.73270, -1.95130], [4.88850, -2.93370, -3.70250], [4.91190, -0.54060, -4.30630], [3.46950, 1.05060, -3.12020], [1.49370, 1.38790, -1.75760], [2.46940, 1.05560, -0.35130]],
  "mulliken_spin": [1.4500, 0.0097, 0.0276, -0.0112, 0.0362, -0.0414, 0.0410, -0.0082, -0.0038, 0.0491, 0.1492, 0.0128, 0.0314, -0.0367, -0.0005, 0.0003, 0.0003, -0.0001, -0.0001, 0.0002, -0.0008, 0.0004, 0.0004, 0.0002, -0.0157, 0.0300, 0.0258, -0.0131, 0.0046, 0.0004, 0.0004, -0.0003, 0.0002, -0.0003, 0.0001, -0.0116, 0.0101, 0.0006, 0.0002, -0.0001, 0.0002, -0.0003, 0.0001, 0.0000, -0.0021, 0.0232, 0.0851, -0.0001, 0.0372, 0.0057, 0.0007, 0.0017, 0.0000, -0.0008, 0.0033, 0.0000, 0.0000, 0.0000, 0.0001, 0.0007, 0.0004, 0.0000, 0.0039, 0.0001, 0.0000, 0.0000, 0.0000, 0.0001, -0.0001, 0.0000, 0.0000, 0.0000, 0.0001, 0.0003, -0.0009, 0.0000, 0.0000, 0.0001, 0.0001, 0.0000, -0.0001, 0.0028, 0.0030, 0.0025, -0.0016, 0.0017, -0.0053, -0.0072, 0.0712, 0.0198, 0.0254, -0.0054, 0.0001, -0.0015, 0.0055, 0.0135, -0.0325, -0.0061, -0.0001, 0.0020, 0.0061, 0.0198, -0.0205, 0.0016, -0.0050, 0.0110, -0.0003, -0.0001, 0.0000, 0.0001, 0.0034, 0.0007, -0.0003, 0.0002, 0.0004, -0.0031, -0.0006, -0.0003, 0.0003, 0.0002, -0.0005, 0.0110, -0.0081]
}